(1)
117
Properties=species:S:1:pos:R:3 method="wB97M-V/def2-TZVPD" spin_multiplicity=5 orbital_gap_ev="6.72 / 5.77" s2=6.018 e_tot_ha=-2480.61369 charge=+1 mol_weight_g_mol=896.18 relative_energy_kj_mol=98.5
Pt -0.3259 -0.5565 1.0841
C -2.4705 -0.6023 2.0034
C -3.1675 0.1004 0.9629
C -2.5870 1.4474 0.9129
C -1.6610 1.5213 1.9694
C -1.6228 0.2906 2.7295
C -1.3650 0.1421 4.2082
C -2.7029 0.4957 4.8871
C -0.9825 -1.3000 4.5538
C -0.2821 1.0911 4.7186
C -2.8309 2.6287 -0.0176
C -1.9311 3.8048 0.3938
C -2.4625 2.2635 -1.4679
C -4.2849 3.1251 0.0547
C -4.3934 -0.5406 0.3266
C -5.6357 0.0225 1.0524
C -4.5180 -0.3130 -1.1854
C -4.3943 -2.0635 0.5639
H -2.7692 -1.5642 2.3842
H -1.1117 2.4077 2.2507
H -3.5115 -0.1600 4.5444
H -2.9896 1.5317 4.6819
H -2.5994 0.3739 5.9682
H -1.7920 -2.0041 4.3428
H -0.7586 -1.3699 5.6211
H -0.0910 -1.6172 4.0027
H -0.4786 2.1300 4.4320
H 0.7026 0.8070 4.3486
H -0.2567 1.0512 5.8104
H -0.8708 3.5569 0.2725
H -2.1115 4.1290 1.4255
H -2.1498 4.6517 -0.2573
H -1.5228 1.7190 -1.5126
H -2.3578 3.1838 -2.0496
H -3.2202 1.6557 -1.9566
H -4.5962 3.3047 1.0899
H -4.9887 2.4329 -0.4039
H -4.3599 4.0711 -0.4881
H -5.7559 1.0948 0.9032
H -5.5736 -0.1675 2.1292
H -6.5273 -0.4822 0.6698
H -4.7481 0.7192 -1.4330
H -5.3362 -0.9263 -1.5657
H -3.6009 -0.5985 -1.7107
H -4.5800 -2.3141 1.6130
H -3.4576 -2.5345 0.2572
H -5.2036 -2.5092 -0.0158
C -0.8138 -4.1526 -1.4044
C 0.2031 -4.9677 -0.9256
C 1.0024 -4.5383 0.1256
C 0.7791 -3.2968 0.7052
C -0.2823 -2.5094 0.2660
C -1.0628 -2.9223 -0.7987
C 1.7130 -2.6932 1.6732
C 2.6848 -3.4198 2.3904
C 3.5571 -2.7588 3.1965
C 3.5233 -1.3483 3.2915
C 4.4462 -0.6020 4.0621
C 4.3924 0.7605 4.0712
C 3.4290 1.4381 3.2896
C 2.5170 0.7452 2.5459
C 2.5282 -0.6680 2.5602
N 1.6255 -1.3793 1.8058
H -1.4115 -4.4699 -2.2519
H 0.3978 -5.9264 -1.3928
H 1.8269 -5.1621 0.4585
H -1.8626 -2.2895 -1.1769
H 2.7154 -4.4976 2.3003
H 4.3085 -3.3051 3.7571
H 5.2093 -1.1313 4.6245
H 5.0997 1.3295 4.6630
H 3.4211 2.5218 3.2769
H 1.8003 1.2499 1.9086
C 3.9758 -1.0478 -0.5908
C 3.3344 -1.5544 -1.8822
C 4.1120 -1.0527 -3.0964
C 3.3178 -3.0732 -1.8898
O 1.9420 -1.1480 -1.9425
Si 1.1663 0.2842 -1.7714
O 0.5349 0.5560 -0.2910
O -0.1247 0.3142 -2.7753
C -0.3261 -0.0834 -4.1477
C 0.8416 0.3736 -5.0140
C -1.6059 0.6074 -4.5892
C -0.4974 -1.5948 -4.2260
O 2.2745 1.4417 -2.0794
C 2.4101 2.8559 -1.8256
C 3.7063 3.2788 -2.4931
C 2.4925 3.1089 -0.3208
C 1.2337 3.6073 -2.4312
H 5.0122 -1.3881 -0.5184
H 3.4199 -1.4250 0.2738
H 3.9620 0.0484 -0.5628
H 5.1722 -1.2964 -2.9801
H 4.0083 0.0272 -3.2037
H 3.7509 -1.5380 -4.0089
H 4.3383 -3.4683 -1.8502
H 2.8348 -3.4384 -2.8010
H 2.7568 -3.4473 -1.0282
H 1.0091 1.4466 -4.8873
H 0.6291 0.1736 -6.0654
H 1.7597 -0.1525 -4.7360
H -1.4931 1.6923 -4.5033
H -2.4427 0.2918 -3.9555
H -1.8367 0.3577 -5.6279
H 0.3803 -2.0960 -3.8118
H -0.6383 -1.9100 -5.2642
H -1.3755 -1.8984 -3.6452
H 4.5335 2.6703 -2.1172
H 3.9207 4.3319 -2.2857
H 3.6369 3.1397 -3.5759
H 3.3607 2.5899 0.1006
H 1.5930 2.7258 0.1715
H 2.5882 4.1798 -0.1192
H 1.1986 3.4441 -3.5131
H 1.3240 4.6810 -2.2428
H 0.2969 3.2476 -2.0020

(2)
10
Properties=species:S:1:pos:R:3 method="wB97M-V/def2-TZVPD" orbital_gap_ev="7.22 / 7.21" e_tot_ha=-230.14741 charge=+1 mol_weight_g_mol=69.08 relative_energy_kj_mol=448.8
C -0.3271 1.1613 0.6859
C 0.3860 0.7578 -0.4359
C 1.4434 0.3695 -1.0760
H 0.1869 1.1707 1.6553
H -1.1373 1.8841 0.5182
H 1.6731 0.6736 -2.1009
H 2.1016 -0.3368 -0.5440
C -1.1024 -0.3781 0.5676
O -0.4954 -1.2837 1.2156
H -1.0608 -2.0620 1.3577

(3)
56
Properties=species:S:1:pos:R:3 method="wB97M-V/def2-TZVPD" orbital_gap_ev=8.18 e_tot_ha=-2844.27691 charge=0 mol_weight_g_mol=556.70
N 3.2800 2.5134 2.8333
B 3.4867 2.0636 1.4487
O 4.1006 2.8988 0.5555
C 2.9627 0.6290 0.9948
C 3.7007 -0.5551 1.0497
P 5.4077 -0.5723 1.6527
O 6.4361 -0.8402 0.6249
C 3.1022 -1.7455 0.6577
F 3.8510 -2.8585 0.7912
C 1.8115 -1.8542 0.1860
C 1.1128 -3.1361 -0.2286
C 1.9661 -4.3688 -0.4482
O 1.7627 -5.3627 0.1694
Cl 3.2577 -4.3746 -1.6592
C 1.0718 -0.6597 0.1269
C 1.6561 0.5363 0.5293
S 0.6446 2.0101 0.4573
C -0.8837 1.3008 1.0455
C -1.1547 0.0186 0.5821
C -2.3234 -0.6123 0.9871
C -3.1770 0.0561 1.8556
C -2.9010 1.3260 2.3354
C -3.8530 1.9906 3.3131
O -4.8416 1.0669 3.7679
N -4.7585 0.9331 5.1883
O -4.4880 -0.1529 5.4912
C -1.7367 1.9657 1.9080
N -1.3914 3.2979 2.3646
C -2.1694 4.1519 1.9444
O -2.9825 4.9591 1.8061
N -0.2565 -0.6007 -0.3205
H 2.8179 3.4198 2.8270
H 4.1768 2.6762 3.2857
H 4.1362 2.4413 -0.2967
H 5.4261 -1.5949 2.6323
H 5.6013 0.6263 2.3841
H 0.6152 -2.9377 -1.1907
H 0.3061 -3.3711 0.4689
H -2.5464 -1.6103 0.6251
H -4.0730 -0.4676 2.1608
H -4.3004 2.9107 2.9286
H -3.2588 2.2830 4.1916
H -0.6097 -1.4809 -0.6647
C -1.7410 -0.4520 -5.7799
C -2.3340 0.2462 -4.5610
C -1.9978 -0.7368 -3.4521
O -0.7794 -1.3845 -3.8270
C -0.4847 -1.0845 -5.1965
H -1.5299 0.2186 -6.6113
H -2.4233 -1.2290 -6.1327
H -1.8213 1.1956 -4.3894
H -3.4013 0.4465 -4.6421
H -2.7741 -1.5047 -3.3536
H -1.8651 -0.2495 -2.4844
H 0.3586 -0.3865 -5.2195
H -0.1915 -1.9988 -5.7129

(4)
10
Properties=species:S:1:pos:R:3 method="wB97M-V/def2-TZVPD" orbital_gap_ev=9.71 e_tot_ha=-967.44921 charge=0 mol_weight_g_mol=111.19 smiles="NC=O.SS" relative_energy_kj_mol=74.0
S 1.0667 -3.3035 -0.5754
S -0.6232 -3.3426 0.5985
H 1.4957 -1.9891 -0.4297
H -0.1433 -4.0315 1.6505
C 0.1025 1.9076 -0.7624
N -0.6011 2.3093 0.3547
O 0.7962 0.9509 -0.6268
H -0.2362 2.3608 -1.6904
H -0.8661 1.8133 1.1594
H -0.9912 3.3248 0.3217

(5)
12
Properties=species:S:1:pos:R:3 method="wB97M-V/def2-TZVPD" orbital_gap_ev=7.42 e_tot_ha=-663.84520 charge=-1 mol_weight_g_mol=118.05 relative_energy_kj_mol=384.5
C 0.0336 -1.5447 0.2406
C 1.9509 0.1441 0.6194
C 0.6058 -0.1665 0.4558
N -2.9983 -0.2088 1.1816
O 0.7282 -2.5121 0.4988
O -1.1001 -1.5457 -0.3737
P -2.4207 -0.3930 -0.2105
H 2.6222 -0.7124 0.7385
H 2.5704 0.9596 0.7460
H -1.6737 0.5198 -1.3037
H -0.2709 0.5268 0.3683
H -3.1485 -1.1555 -1.1616

(6)
15
Properties=species:S:1:pos:R:3 method="wB97M-V/def2-TZVPD" orbital_gap_ev=10.50 e_tot_ha=-304.71416 charge=0 mol_weight_g_mol=96.13 smiles="C[C@H]1CN2CC2=N1" relative_energy_kj_mol=318.6
C 1.4736 1.2667 -0.5504
C -0.0545 1.0177 -0.3945
C -0.3596 -0.4421 -0.8203
N -0.0028 -1.1168 0.4402
C -1.0086 -1.6284 1.3978
C -0.6038 -0.2210 1.3056
N -0.7412 1.0075 0.9931
H 2.0241 0.3186 -0.6127
H 1.9217 1.8587 0.2505
H 1.6723 1.7952 -1.4958
H -0.5908 1.7700 -0.9819
H -1.4332 -0.5493 -1.0388
H 0.2466 -0.8316 -1.6371
H -1.9750 -1.9534 1.0032
H -0.5689 -2.2919 2.1411

(7)
104
Properties=species:S:1:pos:R:3 method="wB97M-V/def2-TZVPD" orbital_gap_ev=7.17 e_tot_ha=-3434.53778 charge=+2 mol_weight_g_mol=943.94 relative_energy_kj_mol=14.5
Bi -1.8164 -0.2682 -3.5333
F -2.0713 -2.8642 2.9881
C -2.1183 -1.5651 2.6122
C -2.1660 -1.2679 1.2850
C -2.3569 0.0550 0.8683
C -2.3780 0.3836 -0.5414
O -1.8246 -0.4426 -1.3436
C -2.8805 1.6692 -0.8599
C -3.0628 2.5811 0.1475
N -2.8296 2.3416 1.4436
C -2.8599 3.4220 2.4096
C -4.0431 3.5785 3.3221
C -3.7938 4.5768 2.2344
C -2.5355 1.0494 1.8448
C -2.3920 0.7277 3.1991
C -2.1661 -0.5748 3.6170
N -1.9939 -0.8936 4.9588
C -2.7056 -0.2476 6.0362
C -3.5936 -1.2645 6.7603
N -2.7545 -2.4120 7.2387
C -2.0146 -3.0543 6.1013
C -1.1640 -1.9826 5.4286
C -3.4134 2.0928 -2.2067
O -4.0473 3.1144 -2.2941
O -3.2213 1.2838 -3.2288
H -2.1168 -2.0570 0.5461
H -3.3918 3.5708 -0.1345
H -1.8760 3.6299 2.8145
H -3.8647 3.8546 4.3522
H -4.8760 2.9023 3.1799
H -3.4226 5.5587 2.4876
H -4.4805 4.5715 1.3998
H -2.4560 1.5196 3.9306
H -3.3365 0.5521 5.6568
H -1.9956 0.1883 6.7515
H -4.3446 -1.6649 6.0810
H -4.0933 -0.8061 7.6127
H -3.3407 -3.0994 7.7149
H -2.0714 -2.0663 7.9180
H -2.7468 -3.4506 5.4002
H -1.3968 -3.8674 6.4791
H -0.5978 -2.4242 4.6167
H -0.4403 -1.5886 6.1564
O 0.6336 -0.3365 -3.0862
P 1.9017 -0.3110 -2.2462
C 2.4635 -2.0478 -2.0210
C 3.8483 -2.2566 -1.3665
C 4.9076 -2.6580 -2.3901
C 4.5543 -4.0003 -3.0479
C 3.0331 -4.1855 -3.1897
C 2.3290 -2.8381 -3.3369
C 3.0666 0.8355 -3.0851
C 4.3340 1.2158 -2.2941
C 5.4932 1.5728 -3.2358
C 4.9650 2.3378 -4.4457
C 4.0846 1.4233 -5.3149
C 3.4157 0.3157 -4.4856
C 1.3848 0.3286 -0.5882
C 1.1012 1.8390 -0.6867
C 0.8575 2.4121 0.7065
C 2.1383 2.3508 1.5537
C 3.0173 1.1450 1.1826
C 2.1707 -0.0256 0.6886
H 1.6913 -2.4228 -1.3356
H 3.7710 -3.0549 -0.6241
H 4.1778 -1.3589 -0.8436
H 5.8766 -2.7329 -1.8956
H 4.9968 -1.8748 -3.1465
H 4.9582 -4.8173 -2.4484
H 5.0277 -4.0528 -4.0291
H 2.6303 -4.6999 -2.3125
H 2.8169 -4.8115 -4.0552
H 1.2724 -2.9795 -3.5646
H 2.7702 -2.2931 -4.1729
H 2.4322 1.7188 -3.2290
H 4.6461 0.4044 -1.6343
H 4.1196 2.0839 -1.6660
H 6.0049 0.6679 -3.5729
H 6.2250 2.1710 -2.6924
H 5.7923 2.7280 -5.0374
H 4.3875 3.1982 -4.0953
H 4.6924 0.9527 -6.0888
H 3.3238 2.0184 -5.8228
H 4.0948 -0.5336 -4.3992
H 2.5105 -0.0309 -4.9864
H 0.4219 -0.1866 -0.5279
H 0.2363 2.0041 -1.3347
H 1.9460 2.3692 -1.1343
H 0.0632 1.8349 1.1853
H 0.5105 3.4451 0.6320
H 1.8685 2.3075 2.6121
H 2.7120 3.2682 1.4122
H 3.6003 0.8355 2.0506
H 3.7231 1.4224 0.3977
H 1.4480 -0.2951 1.4668
H 2.7980 -0.9031 0.5416
C -7.3128 -0.8578 -3.6782
O -5.9397 -1.2154 -3.9130
C -5.0771 -1.3388 -2.9433
S -5.3363 -1.0526 -1.3522
S -3.5804 -2.0711 -3.6019
H -7.9228 -1.6573 -4.0922
H -7.5119 0.0680 -4.2117
H -7.5134 -0.7363 -2.6182

(8)
76
Properties=species:S:1:pos:R:3 method="wB97M-V/def2-TZVPD" orbital_gap_ev=6.32 e_tot_ha=-3210.01559 charge=+1 mol_weight_g_mol=532.90
C -0.3914 2.3740 1.2887
C 0.9928 1.7061 0.7429
C 0.8383 0.5455 -0.3948
C 1.5410 -0.8935 0.0544
C 0.6359 -1.7773 1.0970
O -0.2459 -0.9964 1.9785
C 1.8824 1.1123 -1.5730
N 1.4736 1.0169 -2.8817
C 0.1060 0.3310 -2.8991
C -0.4786 0.4723 -1.3632
H -1.3753 2.0229 0.7656
H -0.3061 3.5478 1.0873
H -0.5328 2.2133 2.4410
H 1.7086 2.5400 0.3443
H 1.5437 1.2070 1.6774
H 2.6177 -0.6578 0.5060
H 1.7556 -1.5425 -0.9235
H 1.3682 -2.3883 1.8141
H -0.0009 -2.5555 0.4812
H -1.1843 -1.2506 1.7290
H 2.9175 1.6283 -1.2881
H 1.9981 1.3529 -3.7348
H 0.4114 -0.8071 -3.0355
H -0.6608 0.7037 -3.7009
H -0.8563 1.6010 -1.3606
H -1.3905 -0.1955 -1.0507
C -1.6657 -1.2000 5.1090
S -1.6229 -2.8469 5.8564
O -2.6921 -2.8933 6.9071
C -0.0390 -2.6244 6.7019
H -2.6002 -1.0949 4.5526
H -1.6203 -0.4348 5.8876
H -0.8229 -1.0883 4.4230
H -0.0947 -1.7706 7.3814
H 0.7499 -2.4655 5.9632
H 0.1795 -3.5288 7.2747
C -4.5258 -2.4561 1.9401
S -3.6607 -2.9801 0.4401
O -2.3411 -2.2681 0.4084
C -4.7643 -2.1314 -0.7152
H -3.9852 -2.8441 2.8067
H -4.5570 -1.3652 1.9918
H -5.5404 -2.8611 1.9367
H -4.7808 -1.0606 -0.4983
H -5.7710 -2.5471 -0.6304
H -4.3928 -2.2890 -1.7306
C 4.7655 -5.8216 -0.9353
S 3.9742 -4.2244 -0.6257
O 2.4929 -4.4555 -0.5843
C 4.3680 -3.5078 -2.2395
H 4.6129 -6.4604 -0.0621
H 4.3195 -6.2959 -1.8128
H 5.8366 -5.6742 -1.0918
H 3.9468 -4.1260 -3.0359
H 5.4522 -3.4371 -2.3526
H 3.9335 -2.5065 -2.2907
C -2.4174 0.4978 -6.1600
S -3.2087 2.0949 -5.8503
O -4.6900 1.8639 -5.8090
C -2.8150 2.8116 -7.4641
H -2.5700 -0.1410 -5.2867
H -2.8634 0.0235 -7.0375
H -1.3464 0.6452 -6.3164
H -3.2362 2.1934 -8.2605
H -1.7308 2.8823 -7.5773
H -3.2494 3.8129 -7.5154
C 3.3050 5.4088 1.6620
S 1.5978 5.5600 2.2414
O 0.8110 6.2324 1.1559
C 1.9434 6.8015 3.5112
H 3.3283 4.7015 0.8295
H 3.6717 6.3802 1.3218
H 3.9337 5.0330 2.4725
H 2.3949 7.6862 3.0559
H 2.6173 6.3795 4.2603
H 1.0017 7.0814 3.9893